The following is a DFT calculation (ωB97M-V/def2-TZVPD) of 8 unconnected molecules or ions with the total composition C28H33Cl4N3O6 in a non-equilibrium geometry.

```
74
C28H33Cl4N3O6 ωB97M-V/def2-TZVPD
C -8.192 -0.818 -3.843
N -6.839 -1.202 -3.310
O -6.680 -1.101 -2.105
O -5.958 -1.583 -4.109
H -8.702 -0.394 -2.978
H -8.489 -1.760 -4.304
H -7.809 -0.049 -4.515
C 0.423 -1.554 -1.237
N 1.263 -0.604 -0.503
O 1.424 -0.864 0.682
O 1.677 0.340 -1.115
H 0.872 -2.543 -1.326
H 0.197 -1.160 -2.228
H -0.538 -1.602 -0.725
C 9.225 -4.502 -2.923
N 7.919 -5.008 -3.588
O 7.854 -6.204 -3.757
O 6.894 -4.245 -3.592
H 9.756 -3.947 -3.697
H 9.862 -5.385 -2.867
H 9.043 -4.013 -1.966
Cl -0.684 1.949 -10.969
C -0.902 0.559 -9.855
Cl 0.014 -0.870 -10.403
Cl -0.355 0.945 -8.213
Cl -2.615 0.075 -9.884
C 0.349 -2.050 8.588
C -1.057 -1.949 8.476
C -1.856 -2.151 9.661
C -1.203 -2.230 10.903
C 0.217 -2.432 10.935
C 0.964 -2.339 9.789
H 0.982 -1.937 7.720
H -1.494 -1.662 7.531
H -2.922 -1.977 9.645
H -1.772 -2.204 11.820
H 0.806 -2.686 11.804
H 2.035 -2.475 9.762
C -7.421 -9.766 2.005
C -6.515 -9.121 2.836
C -5.910 -7.958 2.403
C -6.059 -7.576 1.091
C -6.872 -8.268 0.183
C -7.610 -9.363 0.687
H -7.924 -10.611 2.452
H -6.337 -9.589 3.793
H -5.196 -7.429 3.016
H -5.381 -6.770 0.855
H -6.955 -7.882 -0.823
H -8.325 -9.870 0.056
C 4.956 6.862 2.906
C 4.689 5.627 3.584
C 5.457 4.509 3.203
C 6.570 4.592 2.358
C 6.793 5.862 1.767
C 6.043 6.944 2.047
H 4.322 7.734 2.970
H 3.813 5.583 4.214
H 5.397 3.537 3.669
H 7.283 3.781 2.317
H 7.557 5.879 1.004
H 6.272 7.900 1.599
C 0.997 9.539 -6.495
C 1.475 8.270 -6.197
C 1.152 7.688 -4.986
C 0.397 8.355 -4.075
C -0.119 9.570 -4.394
C 0.190 10.188 -5.588
H 1.164 10.023 -7.446
H 2.028 7.651 -6.889
H 1.423 6.665 -4.771
H 0.050 7.916 -3.151
H -0.867 9.998 -3.742
H -0.245 11.161 -5.762
```

Calculated values
E_HOMO = -9.05 eV
charge = 0
LUMO energy = -0.1 eV
structure (SMILES) = C[N+](=O)[O-].C[N+](=O)[O-].C[N+](=O)[O-].ClC(Cl)(Cl)Cl.c1ccccc1.c1ccccc1.c1ccccc1.c1ccccc1

The following is a DFT calculation (ωB97M-V/def2-TZVPD) of C6H13N in the gas phase in a non-equilibrium geometry.

```
20
C6H13N ωB97M-V/def2-TZVPD
C -1.448 -0.813 1.703
C -0.087 -0.676 1.027
C 0.364 -2.014 0.429
C -0.001 0.352 -0.235
C -1.179 0.555 -1.103
C 1.336 1.971 -1.213
N 1.341 0.596 -0.650
H -2.096 -1.233 1.012
H -1.398 -1.440 2.652
H -1.824 0.241 1.885
H 0.568 -0.322 1.784
H 0.484 -2.835 1.107
H -0.376 -2.309 -0.382
H 1.312 -1.787 -0.073
H -2.168 0.735 -0.844
H -1.199 0.096 -2.117
H 0.529 2.530 -0.703
H 1.175 1.971 -2.339
H 2.311 2.511 -1.011
H -0.611 1.409 -0.069
```

Calculated values
E_HOMO = -7.72 eV
charge = 0
LUMO energy = -0.9 eV